1.
The following is a DFT calculation (ωB97M-V/def2-TZVPD) of a 2-piece molecular cluster, CH6NO overall.

E_LUMO (alpha / beta) = 8.42 / 8.24 eV
⟨S²⟩ = 0.751
Kohn-Sham gap (alpha / beta) = 3.77 / 7.84 eV
spin multiplicity = 2
energy = -171.4876 Ha
total charge = -2

Cartesian coordinates (Å):
O: -0.475 -1.809 1.363
H: -0.152 -1.727 2.290
C: 0.767 1.284 -0.992
N: -0.419 0.480 -0.551
H: 1.544 1.308 -0.225
H: 0.378 2.294 -1.204
H: 1.042 0.958 -2.003
H: -0.231 -0.501 -0.346
H: -0.689 0.900 0.323

Charges obtained by Löwdin population analysis, quoted in units of e: number 1, O, carries -0.68; number 2, H, carries -0.22; number 3, C, carries -0.77; number 4, N, carries -0.12; number 5, H, carries -0.04; number 6, H, carries -0.09; number 7, H, carries -0.07; number 8, H, carries -0.01; number 9, H, carries 0.00

***

2.
The following is a DFT calculation (ωB97M-V/def2-TZVPD) of a 2-piece molecular cluster, CH6NO overall.

E_LUMO (alpha / beta) = -5.17 / -5.17 eV
Kohn-Sham gap (alpha / beta) = 9.46 / 9.46 eV
energy = -171.2971 Ha
total charge = +1

Cartesian coordinates (Å):
C: -0.334 0.364 -0.312
N: 0.386 -0.292 0.840
O: -0.743 -0.609 -1.124
H: -1.018 1.154 -0.023
H: 1.392 1.113 -0.899
H: 1.309 -0.599 0.499
H: 0.530 0.368 1.616
H: -0.107 -1.137 1.175
H: -1.415 -0.362 -1.772

Charges obtained by Löwdin population analysis, quoted in units of e: number 1, C, carries -0.22; number 2, N, carries 0.17; number 3, O, carries 0.05; number 4, H, carries 0.12; number 5, H, carries 0.22; number 6, H, carries 0.15; number 7, H, carries 0.18; number 8, H, carries 0.18; number 9, H, carries 0.15

***

3.
The following is a DFT calculation (ωB97M-V/def2-TZVPD) of a 2-piece molecular cluster, CH6NO2 overall.

E_LUMO (alpha / beta) = 0.55 / 0.52 eV
⟨S²⟩ = 0.753
Kohn-Sham gap (alpha / beta) = 4.76 / 9.74 eV
spin multiplicity = 2
energy = -246.8274 Ha
total charge = 0

Cartesian coordinates (Å):
O: 1.547 0.362 1.590
H: 1.154 0.644 2.443
H: 2.285 -0.243 1.784
H: -0.580 -1.487 -2.348
C: -0.799 -0.052 -1.204
N: -0.611 0.438 0.012
O: -0.160 -1.112 -1.556
H: -1.746 0.076 -1.758
H: 0.327 0.374 0.650
H: -1.417 0.999 0.388

Charges obtained by Löwdin population analysis, quoted in units of e: number 1, O, carries -0.05; number 2, H, carries 0.09; number 3, H, carries 0.08; number 4, H, carries 0.10; number 5, C, carries -0.49; number 6, N, carries 0.01; number 7, O, carries -0.01; number 8, H, carries 0.10; number 9, H, carries 0.08; number 10, H, carries 0.10

***

4.
The following is a DFT calculation (ωB97M-V/def2-TZVPD) of a 2-piece molecular cluster, CH6NOPS overall.

E_LUMO (alpha / beta) = -3.39 / -3.37 eV
Kohn-Sham gap (alpha / beta) = 4.57 / 4.61 eV
energy = -911.1341 Ha
total charge = 0

Cartesian coordinates (Å):
C: -0.448 -1.076 -0.099
N: 1.231 1.099 0.049
O: -1.324 1.418 0.374
P: -0.243 0.737 -0.647
S: -3.958 -0.084 -0.025
H: 0.422 -1.315 0.377
H: -1.274 -1.173 0.577
H: -0.596 -1.644 -0.953
H: 1.240 1.610 0.919
H: 1.897 1.482 -0.596
H: -2.190 1.098 0.325

Charges obtained by Löwdin population analysis, quoted in units of e: number 1, C, carries -0.25; number 2, N, carries -0.20; number 3, O, carries -0.38; number 4, P, carries 0.70; number 5, S, carries 0.31; number 6, H, carries -0.02; number 7, H, carries -0.01; number 8, H, carries -0.01; number 9, H, carries 0.04; number 10, H, carries 0.02; number 11, H, carries -0.21

***

5.
The following is a DFT calculation (ωB97M-V/def2-TZVPD) of one molecule with the formula CH6NPS.

E_LUMO = 0.15 eV
Kohn-Sham gap = 7.72 eV
energy = -835.7802 Ha
total charge = 0
SMILES = C=[S@@H](N)=P

Cartesian coordinates (Å):
C: -0.443 1.500 -0.306
S: 0.124 0.110 0.288
N: -0.873 -1.154 -0.177
P: 2.081 0.047 -0.176
H: 0.295 2.219 -0.661
H: -1.533 1.750 -0.428
H: -0.266 -0.639 1.615
H: -0.402 -2.127 0.030
H: -1.379 -1.084 -1.090
H: 2.396 -0.622 0.904

Charges obtained by Löwdin population analysis, quoted in units of e: number 1, C, carries -0.41; number 2, S, carries 0.31; number 3, N, carries -0.33; number 4, P, carries 0.43; number 5, H, carries 0.00; number 6, H, carries 0.04; number 7, H, carries 0.08; number 8, H, carries 0.11; number 9, H, carries 0.07; number 10, H, carries -0.30

***

6.
The following is a DFT calculation (ωB97M-V/def2-TZVPD) of a 2-piece molecular cluster, CH6NPS overall.

E_LUMO = 0.42 eV
Kohn-Sham gap = 9.52 eV
energy = -835.9124 Ha
total charge = 0

Cartesian coordinates (Å):
C: 1.150 0.690 0.066
N: -0.325 -1.495 1.142
P: -0.370 -0.479 -0.025
S: -2.182 0.585 -0.241
H: 1.105 1.525 -0.488
H: 1.160 0.751 1.144
H: 1.986 -0.011 -0.333
H: -1.144 -2.203 1.079
H: 0.037 -1.015 -1.798
H: -1.417 1.653 -0.546

Charges obtained by Löwdin population analysis, quoted in units of e: number 1, C, carries -0.24; number 2, N, carries -0.33; number 3, P, carries 0.25; number 4, S, carries 0.39; number 5, H, carries -0.03; number 6, H, carries 0.02; number 7, H, carries 0.07; number 8, H, carries 0.02; number 9, H, carries 0.04; number 10, H, carries -0.20

***

7.
The following is a DFT calculation (ωB97M-V/def2-TZVPD) of a 2-piece molecular cluster, CH6NS overall.

E_LUMO = 4.41 eV
Kohn-Sham gap = 6.60 eV
energy = -494.6402 Ha
total charge = -1

Cartesian coordinates (Å):
N: -1.198 -1.702 0.199
H: -1.100 -0.933 -0.474
H: -0.790 -1.248 1.027
H: -0.301 -2.194 0.119
C: 0.738 1.144 0.044
S: -0.088 1.763 -1.546
H: 1.762 1.448 -0.155
H: 0.718 0.068 -0.081
H: 0.259 1.653 0.868

Charges obtained by Löwdin population analysis, quoted in units of e: number 1, N, carries -0.02; number 2, H, carries -0.03; number 3, H, carries -0.01; number 4, H, carries 0.00; number 5, C, carries -0.68; number 6, S, carries -0.12; number 7, H, carries -0.04; number 8, H, carries -0.07; number 9, H, carries -0.03

***

8.
The following is a DFT calculation (ωB97M-V/def2-TZVPD) of a 2-piece molecular cluster, CH6NS overall.

E_LUMO = 3.71 eV
Kohn-Sham gap = 6.08 eV
energy = -494.6514 Ha
total charge = -1

Cartesian coordinates (Å):
S: 1.462 -1.513 -1.596
H: 2.552 -1.655 -2.364
C: -0.988 1.348 1.106
N: -2.050 1.726 2.090
H: -1.016 0.293 0.832
H: -0.019 1.572 1.551
H: -1.120 1.937 0.207
H: -2.725 0.970 2.138
H: -1.624 1.707 3.012

Charges obtained by Löwdin population analysis, quoted in units of e: number 1, S, carries -0.46; number 2, H, carries -0.53; number 3, C, carries -0.17; number 4, N, carries -0.09; number 5, H, carries 0.07; number 6, H, carries 0.07; number 7, H, carries 0.05; number 8, H, carries 0.04; number 9, H, carries 0.03

***

9.
The following is a DFT calculation (ωB97M-V/def2-TZVPD) of a 2-piece molecular cluster, CH6O overall.

E_LUMO = 0.87 eV
Kohn-Sham gap = 12.50 eV
energy = -116.9241 Ha
total charge = 0
SMILES = C.O

Cartesian coordinates (Å):
C: -1.293 -0.475 -0.760
H: -0.915 -0.959 -1.673
H: -1.969 -1.164 -0.233
H: -0.448 -0.217 -0.105
H: -1.840 0.441 -1.030
O: 1.996 0.425 1.232
H: 1.638 1.272 0.883
H: 2.831 0.678 1.687

Charges obtained by Löwdin population analysis, quoted in units of e: number 1, C, carries -0.05; number 2, H, carries 0.02; number 3, H, carries 0.02; number 4, H, carries 0.00; number 5, H, carries 0.02; number 6, O, carries -0.09; number 7, H, carries 0.04; number 8, H, carries 0.05

***

10.
The following is a DFT calculation (ωB97M-V/def2-TZVPD) of one molecule with the formula CH6O2Si.

E_LUMO = 0.61 eV
Kohn-Sham gap = 11.35 eV
energy = -481.7471 Ha
total charge = 0
SMILES = C[SiH](O)O

Cartesian coordinates (Å):
C: -0.180 -0.802 0.863
Si: -0.169 0.419 -0.638
O: 1.296 1.002 -1.063
O: -1.187 -0.283 -1.775
H: -0.691 -0.264 1.628
H: -0.648 -1.743 0.499
H: 0.717 -1.235 1.305
H: -0.715 1.727 -0.387
H: 2.074 0.576 -0.803
H: -1.703 -0.920 -1.309

Charges obtained by Löwdin population analysis, quoted in units of e: number 1, C, carries -0.16; number 2, Si, carries 0.40; number 3, O, carries -0.15; number 4, O, carries -0.17; number 5, H, carries 0.00; number 6, H, carries 0.03; number 7, H, carries 0.02; number 8, H, carries 0.00; number 9, H, carries 0.02; number 10, H, carries 0.01

***

Which value of energy does entry 6 give?
-835.9124 Ha